Below is a cluster of 3 separate species, C33H23ClO7S in total at a distorted geometry, with properties calculated with ωB97M-V/def2-TZVPD.

```
! RIJCOSX wB97M-V def2-TZVPD def2/J DEFGRID3
* xyz 0 1
C -2.31232 1.33988 1.53589
C -1.88574 0.33429 1.05286
C -1.74968 -1.04804 0.53328
C -2.26816 -2.10518 1.53707
C -3.77766 -2.00212 1.85073
O -4.45697 -1.04249 1.01119
S -6.07001 -1.34616 0.95965
O -6.68178 -0.21078 1.57396
O -6.37817 -1.23360 -0.71605
Cl -5.02858 -1.69894 -1.63552
H -2.84229 2.22490 1.79740
H -2.32034 -1.14841 -0.39609
H -0.69861 -1.21075 0.27292
H -1.70416 -2.00629 2.46994
H -2.06854 -3.10056 1.12739
H -4.23336 -2.98304 1.65758
H -3.93607 -1.74191 2.90293
C 5.40410 -6.56706 1.51097
C 4.34949 -6.48920 0.60659
C 3.42203 -5.46573 0.70728
C 3.53777 -4.52115 1.72003
C 4.58306 -4.61311 2.64176
C 5.52049 -5.63224 2.52622
C 4.69644 -3.63948 3.76194
O 5.60698 -3.71677 4.56074
C 3.66451 -2.57533 3.88535
C 3.71880 -1.69032 4.95522
C 2.77042 -0.68738 5.07240
C 1.76796 -0.55829 4.11579
C 1.70639 -1.44147 3.05081
C 2.64701 -2.45651 2.93697
C 2.54545 -3.41686 1.80644
O 1.66665 -3.30529 0.97391
H 6.13303 -7.36270 1.42517
H 4.25367 -7.22793 -0.17877
H 2.60550 -5.40302 0.00055
H 6.33778 -5.69688 3.23185
H 4.49931 -1.78702 5.69794
H 2.81155 -0.00185 5.90904
H 1.03176 0.23058 4.20442
H 0.92232 -1.33914 2.31222
C 2.29683 5.76448 -3.84830
C 1.78913 6.04246 -5.11378
C 0.48444 5.70184 -5.42913
C -0.31611 5.07089 -4.48445
C 0.20093 4.77100 -3.22268
C 1.50550 5.12998 -2.90544
C -0.62526 4.05273 -2.21401
O -0.17686 3.79622 -1.11553
C -2.00820 3.64981 -2.58494
C -2.77635 2.92890 -1.67808
C -4.07020 2.55920 -2.00653
C -4.60692 2.91581 -3.24005
C -3.84427 3.62946 -4.14982
C -2.54067 3.99085 -3.83053
C -1.72182 4.72662 -4.83055
O -2.18727 5.03571 -5.90869
H 3.31416 6.03953 -3.60075
H 2.41322 6.52758 -5.85335
H 0.08886 5.92300 -6.41137
H 1.90273 4.90957 -1.92371
H -2.36596 2.65101 -0.71635
H -4.66440 1.99273 -1.29972
H -5.62078 2.63188 -3.49203
H -4.26076 3.90212 -5.11022
*
```

DFT total energy	-72280.60382	eV
max |F|	0.0272	hartree/bohr
HOMO-LUMO gap	0.3158	hartree


Below is the molecule C3H5N3 at a distorted geometry, with properties calculated with ωB97M-V/def2-TZVPD.

```
! RIJCOSX wB97M-V def2-TZVPD def2/J DEFGRID3
* xyz 0 1
C 0.44208 -0.20105 -1.42553
N 1.06073 0.03246 -0.09887
N 0.51458 -1.03720 0.59133
C -0.49037 -0.54044 1.23529
C -0.47120 0.89625 1.10976
N 0.48640 1.23358 0.30789
H 0.69700 0.61968 -2.10478
H -0.64564 -0.28681 -1.08209
H 0.74791 -1.16834 -1.82075
H -1.20998 -1.17325 1.72949
H -1.13151 1.62513 1.55827
*
```

DFT total energy	-7659.93149	eV
relative energy (zero: lowest compared OMol25 entry of this formula, charge and spin)	58.2	kcal per mole
max |F|	0.0373	hartree/bohr
HOMO-LUMO gap	0.3999	hartree


Below is a structure of composition C23H41IP2V at a distorted geometry, with properties calculated with ωB97M-V/def2-TZVPD.

```
! RIJCOSX wB97M-V def2-TZVPD def2/J DEFGRID3
* xyz 2 2
V 0.37006 -0.65152 0.73864
C -1.43100 -1.01937 1.67922
C -1.04263 -2.11689 0.84681
C 0.70089 -1.71722 2.36288
C -0.36892 -0.76337 2.61890
C 0.27615 -2.56062 1.25197
C -2.55545 -0.08137 1.36008
H -2.86860 -0.17130 0.31272
H -2.27774 0.96255 1.54091
H -3.44084 -0.28887 1.98344
C -0.21520 0.46411 3.42410
H -1.03230 1.14667 3.19185
H 0.75752 0.92794 3.22014
H -0.27904 0.27866 4.50095
C 2.08476 -1.59963 2.84324
H 2.25716 -2.08376 3.80676
H 2.34233 -0.54890 2.97865
H 2.76381 -2.07552 2.13318
C 1.19741 -3.25348 0.31805
H 1.48750 -4.23678 0.70158
H 2.13842 -2.69670 0.13835
H 0.69869 -3.42189 -0.64681
C -1.72569 -2.53900 -0.40258
H -2.06664 -3.58995 -0.37495
H -1.07190 -2.43427 -1.28828
H -2.61400 -1.92523 -0.56075
C -0.82901 2.52726 -2.28424
C -1.98728 1.84155 -2.21301
C -2.35220 0.46698 -2.73653
C -1.46109 -0.14282 -3.85562
C -0.10407 -0.66800 -3.53168
C 1.08074 -0.01881 -3.45768
C 1.40613 1.44388 -3.29309
C 0.18896 2.41676 -3.35482
H -3.39510 0.46657 -3.11415
H -1.35134 0.59800 -4.69605
H -2.35888 -0.26951 -1.88827
H -0.41425 2.10898 -4.26302
H -0.62999 3.29795 -1.53314
H -2.68082 2.17158 -1.42773
H 0.61261 3.43711 -3.47586
H 1.99350 1.58667 -2.35665
H 1.97069 -0.68049 -3.32751
H 2.10018 1.75848 -4.12033
H -2.02884 -0.98890 -4.30101
H -0.03326 -1.77789 -3.47797
P -0.37728 1.66517 -6.09988
C -0.54582 3.45388 -6.28883
C -1.65998 0.79214 -6.99145
P 1.96902 -0.47496 -6.03898
C 1.32828 1.23087 -6.52990
C 1.17701 -1.45091 -7.39291
C 3.62550 -0.13631 -6.82490
H 0.29749 3.97216 -5.79961
H -1.47857 3.77421 -5.80053
H -0.57835 3.71014 -7.35535
H -1.76375 1.20550 -8.00363
H -2.61207 0.94338 -6.45660
H -1.50792 -0.29789 -7.04536
H 3.51936 0.28201 -7.83679
H 4.24472 -1.04421 -6.85799
H 4.12959 0.61819 -6.19588
H 1.97881 1.89350 -5.93379
H 1.52683 1.47620 -7.60333
H 1.70777 -2.41289 -7.47633
H 1.19703 -0.94362 -8.37129
H 0.12628 -1.65978 -7.11992
I 2.04203 1.57011 0.56545
*
```

DFT total energy	-76862.38080	eV
max |F|	0.1374	hartree/bohr
HOMO-LUMO gap (alpha / beta)	0.2447 / 0.2128	hartree


Below is the molecule C6H9N, with properties calculated with ωB97M-V/def2-TZVPD.

```
! RIJCOSX wB97M-V def2-TZVPD def2/J DEFGRID3
* xyz 0 1
C -1.02210 -2.65474 -0.10212
C -1.54791 -1.28551 0.24061
C -1.09434 -0.14431 -0.21200
C -0.72230 1.04769 -0.61457
N 0.18563 1.89373 0.06600
C 1.45909 2.18467 -0.56853
C 1.38083 1.31076 0.63169
H -1.78083 -3.23489 -0.64136
H -0.78063 -3.21251 0.81027
H -0.12474 -2.59785 -0.72398
H -2.39451 -1.25619 0.92987
H -1.16351 1.49620 -1.50352
H 1.79891 3.21401 -0.47877
H 1.67480 1.70323 -1.52158
H 1.52830 0.24181 0.47855
H 1.67845 1.68576 1.60753
*
```

DFT total energy	-7855.03324	eV
relative energy (zero: lowest compared OMol25 entry of this formula, charge and spin)	72.1	kcal per mole
max |F|	0.0054	hartree/bohr
HOMO-LUMO gap	0.3489	hartree


Below is a cluster of 2 separate species, C5H13N in total at a distorted geometry, with properties calculated with ωB97M-V/def2-TZVPD.

```
! RIJCOSX wB97M-V def2-TZVPD def2/J DEFGRID3
* xyz 0 1
C -0.46181 3.94241 1.78568
N 0.62566 4.56116 1.68770
C 1.24051 4.36725 0.34942
H -1.15189 4.04904 2.61960
H -0.93733 3.27352 1.06062
H 0.56996 4.87083 -0.33970
H 1.47910 3.32842 0.14166
H 2.20485 4.86949 0.33654
C 0.76132 -3.99456 -1.60500
C -0.37216 -4.19021 -0.56054
C -1.70417 -3.68934 -1.04791
H 1.09848 -4.89726 -2.10072
H 1.59169 -3.39793 -1.21183
H 0.54567 -3.29592 -2.42552
H -0.05257 -3.65748 0.33271
H -0.27725 -5.25248 -0.32667
H -2.22083 -4.32210 -1.77475
H -2.42225 -3.59040 -0.23141
H -1.53109 -2.76850 -1.60878
*
```

DFT total energy	-6884.27538	eV
relative energy (zero: lowest compared OMol25 entry of this formula, charge and spin)	44.3	kcal per mole
max |F|	0.0368	hartree/bohr
HOMO-LUMO gap	0.4024	hartree


DFT total energy of number 3 (C23H41IP2V)? -76862.38080 eV